No. 1
A cluster of 4 separate species, C37H40N2O13S in total at a distorted geometry. Source: OMol25; level of theory: ωB97M-V with the def2-TZVPD basis set.

Values from the calculation:
**SMILES**: C#CC[C@H]1[C@H](N=C=O)C(=O)O[C@@]1(CCCCN(C)C(C)=O)CCCCS(=O)(=O)O.O=C1C=CC(=O)C=C1.O=C1C=CC(=O)C=C1.O=C1C=CC(=O)C=C1
**Frontier orbital gap**: 0.272 Eh
**Strongest force on any atom**: 1.9 eV/A
**E_tot**: -79444.9790 eV

Last column: Mulliken charge in e.
Atoms and positions in Å:
C  -1.6269  -2.1932  5.0001  -0.068
C  -0.8807  -1.5175  4.3481  -1.082
C  0.0388  -0.7286  3.5108  0.189
C  -0.3906  -0.8641  2.0223  -0.012
C  -1.2272  0.3853  1.6408  0.671
N  -2.6874  0.1415  1.3574  -0.722
C  -3.3609  0.2100  2.3726  0.589
O  -4.0101  0.2917  3.3344  -0.524
C  -0.5497  0.9963  0.4063  -0.419
O  -0.9707  1.8563  -0.2983  -0.630
O  0.6600  0.4135  0.2900  -0.422
C  0.7030  -0.8824  0.9451  1.610
C  0.5394  -1.9418  -0.1578  0.260
C  -0.9082  -2.3368  -0.4859  -0.463
C  -0.9569  -3.2780  -1.7156  -0.661
C  -1.5615  -2.6576  -2.9887  -1.381
N  -0.6120  -2.0434  -3.9225  0.163
C  -0.0882  -0.7341  -3.4837  -1.307
C  0.3473  -2.9382  -4.3784  0.931
C  1.7048  -2.4358  -4.8223  -0.787
O  0.1045  -4.1312  -4.4340  -0.640
C  2.1514  -0.9732  1.4697  -1.147
C  3.2578  -0.7044  0.4178  -0.987
C  4.3482  -1.7903  0.3400  -1.168
C  4.0089  -3.0190  -0.5294  0.106
S  3.9779  -4.5682  0.3772  1.212
O  4.1713  -5.6418  -0.5548  -0.647
O  4.9099  -4.5050  1.4574  -0.625
O  2.5154  -4.7298  1.0130  -0.450
H  -2.3224  -2.8938  5.3977  0.448
H  0.0152  0.3096  3.8407  -0.139
H  1.0525  -1.0838  3.7006  0.611
H  -1.1418  -1.6487  1.9799  0.126
H  -1.1946  1.2156  2.3446  0.782
H  1.1360  -2.8220  0.0717  -0.551
H  0.9677  -1.5023  -1.0606  -0.332
H  -1.5733  -1.4739  -0.5708  0.268
H  -1.2702  -2.9110  0.3726  0.402
H  -1.5957  -4.1234  -1.4496  0.351
H  0.0396  -3.6970  -1.8706  0.491
H  -2.2382  -1.8586  -2.6757  0.568
H  -2.1909  -3.3833  -3.4970  0.335
H  -0.0324  -0.0739  -4.3549  0.375
H  -0.7940  -0.2567  -2.8079  0.434
H  0.9126  -0.7704  -3.0545  0.356
H  2.2115  -3.1588  -5.4501  0.412
H  2.3178  -2.3129  -3.9208  0.000
H  1.6276  -1.4407  -5.2582  0.024
H  2.2912  -1.9949  1.8437  0.566
H  2.3214  -0.3182  2.3249  0.585
H  2.8765  -0.4915  -0.5802  0.303
H  3.7804  0.2009  0.7341  0.528
H  5.2107  -1.3127  -0.1295  0.400
H  4.6837  -2.1006  1.3295  0.607
H  4.8198  -3.1807  -1.2395  0.519
H  3.1019  -2.9147  -1.1245  -0.419
H  1.8847  -4.9261  0.3034  0.355
O  -6.1514  4.6083  6.7493  -0.545
C  -6.6492  3.7444  6.0584  0.355
C  -8.1203  3.6554  5.8796  -0.399
C  -8.6673  2.7072  5.1237  -0.365
C  -7.8289  1.6991  4.4261  0.302
O  -8.3291  0.8370  3.7359  -0.544
C  -6.3579  1.7871  4.6044  -0.348
C  -5.8143  2.7370  5.3613  -0.455
H  -8.7123  4.4003  6.3961  0.403
H  -9.7373  2.6241  4.9804  0.413
H  -5.7543  1.0462  4.0908  0.796
H  -4.7441  2.8199  5.5043  0.473
O  3.2948  6.1278  5.2468  -0.539
C  2.5557  5.3275  4.7197  0.299
C  1.7225  4.3995  5.5275  -0.380
C  0.9123  3.5187  4.9470  -0.357
C  0.8088  3.4299  3.4722  0.149
O  0.0677  2.6254  2.9385  -0.339
C  1.6368  4.3521  2.6628  -0.432
C  2.4475  5.2341  3.2413  -0.327
H  1.8145  4.4834  6.6028  0.425
H  0.2966  2.8332  5.5163  0.454
H  1.5414  4.2654  1.5875  0.513
H  3.0615  5.9192  2.6711  0.415
O  3.0654  0.6283  -5.9200  -0.549
C  2.6603  0.9523  -7.0175  0.448
C  2.1286  -0.0518  -7.9724  -0.160
C  1.6869  0.3064  -9.1750  -0.401
C  1.7058  1.7252  -9.6124  0.335
O  1.3021  2.0511  -10.7066  -0.535
C  2.2382  2.7286  -8.6566  -0.373
C  2.6798  2.3699  -7.4541  -0.387
H  2.1230  -1.0808  -7.6362  0.426
H  1.2960  -0.4095  -9.8868  0.422
H  2.2442  3.7569  -8.9945  0.403
H  3.0710  3.0852  -6.7420  0.410

---

No. 2
A cluster of 2 separate species, C15H24BrCl5N3O2 in total at a distorted geometry. Source: OMol25; level of theory: ωB97M-V with the def2-TZVPD basis set.

Values from the calculation:
**Charge**: +1
**Frontier orbital gap**: 0.344 Eh
**Strongest force on any atom**: 1.3 eV/A
**E_tot**: -157156.4143 eV

Last column: Mulliken charge in e.
Atoms and positions in Å:
C  -1.6141  -1.4393  3.8595  -1.158
C  -1.4825  -0.7012  2.5326  -0.244
C  -1.5244  -1.6355  1.3245  0.412
Br  -3.3353  -2.2193  0.9524  -0.017
C  -0.9868  -0.8986  0.1281  -0.253
C  -1.6421  0.0430  -0.6037  -0.412
N  -0.7684  0.4683  -1.5997  0.268
C  -1.1329  1.4719  -2.6075  -0.717
C  -2.6346  1.5633  -2.8424  -0.837
C  -3.3446  2.5893  -1.9170  -0.560
N  -4.4962  2.0594  -1.1558  -0.646
C  0.3955  -0.1685  -1.4716  0.300
C  1.6144  0.0214  -2.3069  -0.804
C  2.8657  0.2791  -1.4039  -0.630
C  3.5565  1.6331  -1.6582  -0.884
C  3.5414  2.4992  -0.4216  -0.766
O  4.1365  1.7557  0.6586  -0.302
C  3.7698  2.1697  1.8767  0.151
O  3.9437  1.5155  2.8444  -0.431
N  0.2719  -1.0263  -0.4349  0.064
Cl  1.4085  -2.1211  0.1457  0.060
H  -1.1135  -2.4038  3.8067  0.245
H  -2.6411  -1.5601  4.1894  0.353
H  -1.1011  -0.8792  4.6378  0.373
H  -2.2032  0.1032  2.4046  0.278
H  -0.4873  -0.2480  2.5100  0.345
H  -0.8718  -2.4861  1.4893  -0.306
H  -2.6385  0.4060  -0.4531  0.555
H  -0.6686  1.1677  -3.5421  0.524
H  -0.7457  2.4591  -2.3665  0.323
H  -3.1140  0.5892  -2.7689  0.449
H  -2.8063  1.8939  -3.8628  0.385
H  -2.5987  2.9609  -1.2124  0.311
H  -3.6913  3.4440  -2.4914  0.367
H  -4.7073  1.1021  -1.4113  0.301
H  -4.2445  2.0181  -0.1758  0.306
H  1.4489  0.8831  -2.9432  0.413
H  1.7441  -0.8612  -2.9293  0.314
H  3.5360  -0.5635  -1.5224  0.492
H  2.5369  0.2845  -0.3700  0.452
H  4.6048  1.4264  -1.8671  0.334
H  3.1568  2.1774  -2.5095  0.419
H  4.1308  3.3978  -0.5989  0.431
H  2.5329  2.7961  -0.1281  0.408
H  3.2962  3.1562  1.9624  0.376
C  0.8417  -5.8450  2.8347  0.307
Cl  1.0225  -4.3484  1.8789  -0.091
Cl  1.1405  -7.2321  1.7941  -0.083
Cl  1.9961  -5.8264  4.1623  -0.082
Cl  -0.8030  -5.9087  3.4668  -0.093

---

No. 3
An isolated molecule of C3H2O3 at a distorted geometry. Source: OMol25; level of theory: ωB97M-V with the def2-TZVPD basis set.

Values from the calculation:
**2S+1**: 3
**Energy above the lowest of the compared OMol25 structures with the same formula, charge and spin**: 1.2657 eV
**Frontier orbital gap (spin up / spin down)**: 0.320 / 0.227 Eh
**Strongest force on any atom**: 5.8 eV/A
**E_tot**: -9278.7400 eV

Last column: Mulliken charge in e.
Atoms and positions in Å:
C  -0.0248  -1.2039  -0.4114  0.555
C  0.3091  0.3203  -0.4221  0.199
C  -0.3695  0.8461  0.8077  -0.292
O  0.5363  -2.0086  -1.1041  -0.317
O  -0.8642  -1.3161  0.5745  -0.501
O  -0.7599  1.1837  -0.4127  -0.306
H  1.3923  0.6844  -0.6903  0.321
H  -0.2193  1.4941  1.6584  0.341

---

No. 4
An isolated molecule of C6H7BrN2O. Source: OMol25; level of theory: ωB97M-V with the def2-TZVPD basis set.

Values from the calculation:
**Energy above the lowest of the compared OMol25 structures with the same formula, charge and spin**: 0.5686 eV
**SMILES**: C[C@@H](Br)c1cncc[n+]1[O-]
**Frontier orbital gap**: 0.347 Eh
**Strongest force on any atom**: 0.9 eV/A
**E_tot**: -81403.9153 eV

Last column: Mulliken charge in e.
Atoms and positions in Å:
C  0.0609  0.4019  1.9697  -1.172
C  -1.0593  0.1971  0.9624  -0.288
Br  -2.3505  1.6813  1.0864  -0.125
C  -0.5341  0.0828  -0.4322  0.342
C  -0.2079  1.1471  -1.2501  -0.141
N  0.2887  1.0153  -2.4682  -0.611
C  0.4535  -0.2234  -2.9058  -0.314
C  0.1525  -1.3314  -2.1482  -0.240
N  -0.3273  -1.1899  -0.8895  0.618
O  -0.5656  -2.1834  -0.1703  -0.712
H  0.6391  1.2923  1.7288  0.350
H  0.7196  -0.4655  1.9523  0.345
H  -0.3469  0.5080  2.9723  0.370
H  -1.6242  -0.7093  1.1991  0.428
H  -0.3602  2.1606  -0.9051  0.386
H  0.8478  -0.3333  -3.9054  0.360
H  0.2881  -2.3470  -2.4841  0.407

---

No. 5
A structure of composition C27H29FeN5O5Se2. Source: OMol25; level of theory: ωB97M-V with the def2-TZVPD basis set.

Values from the calculation:
**Charge**: -2
**2S+1**: 5
**Energy above the lowest of the compared OMol25 structures with the same formula, charge and spin**: 4.8534 eV
**Frontier orbital gap (spin up / spin down)**: 0.191 / 0.186 Eh
**Strongest force on any atom**: 0.9 eV/A
**E_tot**: -211238.0110 eV

Last column: Mulliken charge in e.
Atoms and positions in Å:
Fe  -0.1722  0.2223  0.0591  -0.581
O  4.5507  -0.4391  4.6366  -0.498
C  4.0425  -1.2349  3.6401  0.525
O  4.2892  -2.4021  3.6387  -0.547
C  3.2761  -0.4773  2.6223  -0.316
C  3.7444  0.6358  1.9406  -0.372
N  2.7764  1.0047  1.0889  -0.396
N  1.7218  0.2145  1.1922  0.612
C  1.9771  -0.6907  2.1060  0.188
C  0.8195  -1.6269  2.4090  0.259
O  0.8685  -2.2786  3.4528  -0.821
O  -0.0947  -1.5303  1.5440  -0.203
H  4.1593  0.4379  4.5457  0.391
H  4.6972  1.1395  1.9771  0.473
H  2.7425  1.7049  0.3532  -0.062
Se  -1.4967  -3.0016  -1.0857  -0.400
Se  -1.4350  0.4005  -3.6041  -0.412
C  -2.5984  0.3269  -2.1470  -0.063
C  -3.9954  0.4300  -2.3858  -0.758
C  -4.8987  0.3360  -1.3639  -0.284
C  -4.4359  0.0983  -0.0670  -1.055
C  -3.0817  -0.0152  0.1091  -0.115
N  -2.1714  0.1236  -0.8767  0.589
C  0.2247  -2.4115  -1.4382  -0.095
C  1.1027  -3.3191  -2.0992  -0.739
C  2.4117  -3.0203  -2.3324  -0.324
C  2.9004  -1.7705  -1.9313  -1.347
C  2.0217  -0.9103  -1.3357  0.119
N  0.7225  -1.1823  -1.0880  1.196
H  -4.3149  0.5698  -3.4080  0.365
H  -5.9628  0.4135  -1.5638  0.343
H  -5.1079  -0.0065  0.7741  0.436
H  -2.6803  -0.2621  1.0811  0.219
H  0.6822  -4.2700  -2.3905  0.361
H  3.0633  -3.7371  -2.8219  0.348
H  3.9289  -1.4731  -2.0885  0.421
H  2.3245  0.0839  -1.0492  0.550
C  2.4999  3.5315  -1.2852  -1.876
C  1.4014  2.6024  -1.8475  1.181
C  2.0228  1.8070  -3.0116  -1.590
C  0.3062  3.5027  -2.4487  -1.438
O  0.9390  1.7924  -0.8112  0.362
H  2.8396  4.2587  -2.0278  0.346
H  3.3680  2.9384  -0.9694  0.457
H  2.1074  4.0711  -0.4154  0.328
H  2.2930  2.4807  -3.8323  0.526
H  1.2948  1.0846  -3.3792  0.100
H  2.9249  1.2753  -2.6990  0.280
H  0.7057  4.0923  -3.2812  0.445
H  -0.0914  4.1899  -1.7026  0.300
H  -0.5044  2.8764  -2.8218  0.186
C  -1.6207  3.8068  0.4239  -0.572
C  -1.9035  3.3504  1.8145  0.572
C  -2.4951  4.1603  2.7606  -0.848
C  -2.7493  3.6935  4.0507  -0.612
C  -2.3985  2.3895  4.3921  -0.809
C  -1.8023  1.5337  3.4832  1.358
C  -1.4337  0.1336  3.8732  -1.314
C  -1.5284  2.0064  2.1536  -0.193
N  -0.9619  1.2364  1.2486  0.475
H  -1.8895  4.8556  0.2846  0.394
H  -2.1639  3.1966  -0.3021  0.255
H  -0.5666  3.6499  0.2004  -0.277
H  -2.7652  5.1758  2.4887  0.370
H  -3.2325  4.3369  4.7764  0.368
H  -2.5970  2.0273  5.3959  0.404
H  -2.0448  -0.2049  4.7110  0.425
H  -0.3862  0.0737  4.1791  0.189
H  -1.5408  -0.5586  3.0394  0.202

---

Copy entry 3 word for word.
An isolated molecule of C3H2O3 at a distorted geometry. Source: OMol25; level of theory: ωB97M-V with the def2-TZVPD basis set.

Values from the calculation:
**2S+1**: 3
**Energy above the lowest of the compared OMol25 structures with the same formula, charge and spin**: 1.2657 eV
**Frontier orbital gap (spin up / spin down)**: 0.320 / 0.227 Eh
**Strongest force on any atom**: 5.8 eV/A
**E_tot**: -9278.7400 eV

Last column: Mulliken charge in e.
Atoms and positions in Å:
C  -0.0248  -1.2039  -0.4114  0.555
C  0.3091  0.3203  -0.4221  0.199
C  -0.3695  0.8461  0.8077  -0.292
O  0.5363  -2.0086  -1.1041  -0.317
O  -0.8642  -1.3161  0.5745  -0.501
O  -0.7599  1.1837  -0.4127  -0.306
H  1.3923  0.6844  -0.6903  0.321
H  -0.2193  1.4941  1.6584  0.341